# 1
# C3H11N2S2

An isolated ion of composition C3H11N2S2 and charge +1 at a distorted geometry (ωB97M-V/def2-TZVPD, OMol25).

Cartesian coordinates (Å):
C (0.913, -1.654, -0.086)
C (-0.295, -0.953, 0.538)
C (-0.297, 0.692, -0.093)
N (-1.235, 1.526, 0.573)
N (1.092, 1.304, 0.086)
S (-1.795, 1.797, -2.565)
S (-0.366, 0.475, -2.015)
H (1.875, -1.575, 0.409)
H (0.727, -2.711, -0.137)
H (1.117, -1.365, -1.092)
H (-0.093, -0.981, 1.587)
H (-1.096, -1.337, 0.057)
H (-1.968, 1.056, 0.999)
H (-1.834, 2.073, -0.070)
H (1.638, 0.459, 0.275)
H (1.134, 1.613, -0.918)
H (0.791, 2.019, 0.728)
H (-2.836, 0.981, -2.366)

## Properties
Net charge: +1
Relative energy (zero: lowest compared OMol25 entry of this formula, charge and spin), eV: 1.982
LUMO energy (alpha / beta), eV: -3.11 / -7.45
2S+1: 3
Highest occupied orbital energy (alpha / beta), hartree: -0.3398 / -0.5029
Orbital gap (alpha / beta), eV: 6.13 / 6.23
Strongest force on any atom, eV/A: 6.4

***

# 2
# C3H11N2Zn

C3H11N2Zn as an isolated structure at a distorted geometry (ωB97M-V/def2-TZVPD, OMol25).

Cartesian coordinates (Å):
C (1.646, -0.069, -2.391)
Zn (-1.059, 0.188, -0.834)
N (-2.614, 1.281, 0.001)
H (-1.503, -0.220, -2.286)
H (-3.049, 0.684, 0.719)
H (0.738, 0.548, -2.420)
H (1.730, -0.716, -3.270)
H (1.617, -0.688, -1.498)
H (2.502, 0.603, -2.333)
H (-2.401, 2.188, 0.422)
H (-3.316, 1.433, -0.732)
C (1.179, -1.061, 2.830)
C (0.556, -0.461, 1.666)
N (-0.035, -0.049, 0.745)
H (0.540, -1.890, 3.197)
H (1.296, -0.301, 3.626)
H (2.173, -1.468, 2.557)

## Properties
Net charge: -1
Relative energy (zero: lowest compared OMol25 entry of this formula, charge and spin), eV: 0.000
LUMO energy (alpha / beta), eV: 3.21 / 2.94
Highest occupied orbital energy (alpha / beta), hartree: -0.0202 / 0.0107
Orbital gap (alpha / beta), eV: 3.76 / 2.64
Strongest force on any atom, eV/A: 2.7

***

# 3
# C3H11N3

One molecule with the formula C3H11N3 at a distorted geometry (ωB97M-V/def2-TZVPD, OMol25).

Cartesian coordinates (Å):
N (-1.114, -1.848, -1.223)
C (-1.704, -1.033, -0.186)
C (-0.673, -0.292, 0.653)
N (0.093, 0.613, -0.193)
C (1.500, 0.753, 0.144)
N (1.846, 1.987, 0.834)
H (-0.345, -2.428, -0.923)
H (-1.817, -2.388, -1.702)
H (-2.323, -0.214, -0.549)
H (-2.375, -1.618, 0.454)
H (-0.070, -1.041, 1.205)
H (-1.161, 0.234, 1.479)
H (0.028, 0.262, -1.141)
H (1.911, -0.106, 0.694)
H (2.115, 0.708, -0.767)
H (1.992, 2.735, 0.174)
H (1.110, 2.210, 1.489)

## Properties
Relative energy (zero: lowest compared OMol25 entry of this formula, charge and spin), eV: 0.946
LUMO energy, eV: 1.11
SMILES: NCCNCN
Highest occupied orbital energy, hartree: -0.3250
Orbital gap, eV: 9.96
Strongest force on any atom, eV/A: 1.2